(1)
{"formula": "C5H6AuBiCl2O4", "method": "ωB97M-V with the def2-TZVPD basis set", "symbols": ["Bi", "Au", "Cl", "Cl", "C", "C", "C", "O", "O", "O", "C", "C", "O", "H", "H", "H", "H", "H", "H"], "coordinates": [[-0.392345, -0.290928, -5.324370], [0.521032, -0.778953, -2.765141], [-0.826557, 1.974793, -4.423073], [2.103937, -0.612371, -4.526907], [-0.532237, -0.726417, -1.145892], [-0.316601, 1.116602, -7.683619], [0.487095, -1.568464, -7.785464], [-0.983568, -0.406371, -0.133739], [-0.271239, 1.667217, -8.683302], [0.868064, -2.052681, -8.746236], [0.416909, 2.713640, 3.600882], [-0.073701, 1.921993, 2.403291], [1.050132, 1.539891, 1.616197], [1.110203, 2.127551, 4.215214], [-0.404113, 3.031492, 4.249296], [0.952557, 3.598548, 3.249722], [-0.611920, 1.033136, 2.754907], [-0.778394, 2.532075, 1.820202], [0.755046, 0.935347, 0.918133]], "atomic_forces_ev_per_a": [[0.40, -1.72, -3.28], [2.37, -0.56, 0.18], [-0.12, 1.68, 0.67], [-1.61, 0.27, -0.06], [-2.95, 1.70, 5.13], [0.15, 2.23, -3.09], [1.33, -1.89, -2.80], [1.80, -1.72, -4.28], [-0.17, -2.01, 3.50], [-1.31, 1.63, 3.18], [-0.78, -0.19, -0.56], [3.39, 0.93, 2.05], [-1.71, 0.40, 0.68], [0.21, -0.10, -0.10], [-0.06, -0.05, -0.27], [0.25, 0.22, 0.15], [-0.66, -0.74, -0.37], [-0.64, 0.03, -0.69], [0.10, -0.12, -0.03]], "charge": 4, "relative_energy_kcal_mol": 28.5, "lumo_ev": [-17.82, -21.06], "multiplicity": 3, "homo_energy_ev": [-24.25, -24.12], "max_force_ev_per_a": 6.164}

=====

(2)
{"formula": "C6H19N4O", "method": "ωB97M-V with the def2-TZVPD basis set", "symbols": ["C", "C", "C", "C", "C", "C", "N", "N", "N", "N", "O", "H", "H", "H", "H", "H", "H", "H", "H", "H", "H", "H", "H", "H", "H", "H", "H", "H", "H", "H"], "coordinates": [[1.004665, 3.355619, -0.053130], [-2.420626, -2.177152, 0.466022], [1.905768, -1.868245, -1.439105], [0.832330, 0.931800, 1.519898], [-0.360772, 1.659644, 1.106101], [-0.982345, -0.301053, -0.556191], [-0.240023, 2.905757, 0.554179], [-1.103273, -1.523843, 0.257753], [0.066924, -0.275967, -1.419069], [0.490906, -1.606645, -1.957257], [0.528306, -0.257731, 2.220524], [1.799800, 3.230493, 0.705342], [1.347998, 2.788586, -0.821525], [0.772409, 4.291339, -0.566069], [-2.966023, -1.717463, 1.314196], [-2.990111, -2.064129, -0.469119], [-2.334102, -3.114166, 0.994782], [2.679009, -1.579767, -2.183471], [2.062718, -1.376734, -0.484397], [1.936776, -3.025224, -1.402227], [1.342207, 0.537413, 0.651899], [1.524488, 1.587818, 2.125159], [-1.263806, 1.303506, 1.435468], [-1.947149, -0.047599, -0.898571], [-1.091229, 3.499985, 0.291657], [-0.455036, -1.509965, 1.063642], [-0.083113, 0.243031, -2.297417], [0.209385, -1.776464, -2.911448], [-0.563578, -2.221202, -0.387814], [0.297499, 0.108359, 3.140188]], "atomic_forces_ev_per_a": [[-0.72, 1.03, 2.02], [-0.82, 1.65, 1.52], [-1.10, -2.47, -2.73], [1.37, -0.03, 0.12], [0.68, 1.46, -2.45], [-2.20, 1.71, 2.91], [-1.89, -0.43, -0.29], [2.70, -2.37, -1.72], [2.75, -1.24, -3.39], [0.67, 0.55, 3.17], [-0.90, 1.28, 2.90], [-0.19, 1.30, -0.34], [0.52, -2.39, -2.43], [0.71, 0.46, 0.95], [0.10, 0.90, -0.85], [0.20, -0.70, 0.56], [0.55, -1.00, -1.13], [-0.38, 0.14, 0.62], [-0.21, -0.16, -0.06], [0.38, 1.86, 0.45], [0.63, 0.46, -0.65], [-0.45, -0.58, -0.64], [-2.10, -0.18, 1.00], [-1.15, 0.21, -0.66], [1.64, -1.74, 0.81], [-0.79, 0.40, 0.34], [-0.27, 0.43, 1.28], [0.59, 0.12, -0.13], [-0.66, 0.89, 0.50], [0.33, -1.55, -1.68]], "charge": 1, "relative_energy_kcal_mol": 92.5, "lumo_ev": [-2.50, -2.83], "multiplicity": 1, "homo_energy_ev": [-10.16, -9.67], "max_force_ev_per_a": 4.540}

=====

(3)
{"formula": "C6H14N2", "method": "ωB97M-V with the def2-TZVPD basis set", "symbols": ["C", "N", "C", "C", "C", "C", "C", "N", "H", "H", "H", "H", "H", "H", "H", "H", "H", "H", "H", "H", "H", "H"], "coordinates": [[1.365500, 0.162892, -3.062061], [2.098758, 0.743638, -1.990083], [-1.171495, -0.579239, 0.895400], [-0.197099, 0.299004, 0.219904], [-0.406424, 1.809260, 0.241601], [-1.082776, 2.436635, 1.188345], [-0.757131, -1.230969, 2.147821], [-0.205756, -2.626474, 1.752610], [1.883342, -0.643237, -3.602153], [0.372956, -0.218302, -2.800204], [1.149066, 0.881077, -3.854269], [3.080609, 0.564562, -2.193926], [-1.564056, -1.251228, 0.131725], [0.799956, 0.230712, 0.682006], [-0.098119, -0.043439, -0.809097], [0.087527, 2.315478, -0.579734], [-0.990759, 3.506466, 1.329248], [-1.654585, 1.897642, 1.937348], [-1.559582, -1.508078, 2.833052], [0.067212, -0.782532, 2.686162], [-0.862025, -3.318579, 2.102128], [-0.355119, -2.645287, 0.744175]], "atomic_forces_ev_per_a": [[0.18, -0.68, -0.46], [-0.64, 0.21, 0.35], [2.34, -0.29, -0.84], [-0.39, 0.67, 0.01], [-0.22, -0.24, -0.28], [0.19, 0.15, 0.31], [-0.05, -2.11, 0.32], [-0.68, 0.92, -0.41], [-0.04, -0.14, 0.14], [0.00, 0.03, 0.24], [-0.06, 0.61, -0.31], [0.06, -0.07, 0.28], [-1.26, 0.09, 0.52], [0.13, -0.35, 0.00], [0.12, 0.23, -0.12], [0.29, 0.13, 0.31], [-0.36, 0.05, -0.33], [0.17, -0.03, 0.04], [-0.20, 0.63, 0.12], [-0.21, 0.74, -0.01], [0.06, -0.06, 0.08], [0.56, -0.49, 0.04]], "relative_energy_kcal_mol": 191.4, "lumo_ev": -2.85, "multiplicity": 1, "homo_energy_ev": -6.14, "max_force_ev_per_a": 2.505}